Entry from OMol25: a 8-piece molecular cluster, C23H46Cl6O5 overall (wB97M-V/def2-TZVPD).

Calculated values
DFT total energy ... -4041.2144 Eh

Last column: Mulliken charge in e.
Positions of all 80 atoms, in Å:
C: 11.668 3.080 23.988  -0.30
C: 10.738 4.181 23.490  -0.63
C: 11.735 5.167 22.908  0.89
O: 12.805 5.184 23.836  -0.47
C: 12.942 3.874 24.391  -0.31
H: 11.891 2.431 23.141  -0.10
H: 11.218 2.531 24.812  0.49
H: 10.205 4.668 24.309  0.28
H: 9.995 3.878 22.749  0.31
H: 11.360 6.185 22.798  0.36
H: 12.078 4.854 21.909  -0.87
H: 12.954 3.995 25.473  0.36
H: 13.800 3.322 24.005  0.12
C: 15.509 5.050 16.833  -0.47
C: 15.203 3.614 17.237  0.80
C: 16.569 2.915 17.167  -0.42
O: 17.564 3.939 17.040  -0.50
C: 16.946 5.201 17.283  -0.15
H: 14.895 5.804 17.331  0.00
H: 15.410 5.183 15.756  0.36
H: 14.463 3.150 16.583  0.44
H: 14.798 3.481 18.241  -0.84
H: 16.662 2.258 16.300  0.15
H: 16.780 2.364 18.088  0.23
H: 17.508 5.983 16.775  0.35
H: 16.992 5.409 18.361  0.01
C: 17.214 -0.080 22.574  -0.50
C: 15.792 -0.637 22.671  0.06
C: 15.315 -0.044 24.010  0.15
O: 16.461 0.388 24.728  -0.43
C: 17.628 -0.038 24.042  -0.47
H: 17.215 0.941 22.178  0.12
H: 17.904 -0.627 21.930  0.43
H: 15.804 -1.727 22.640  0.35
H: 15.214 -0.298 21.812  -0.25
H: 14.757 -0.771 24.605  0.29
H: 14.660 0.813 23.821  -0.29
H: 17.894 -1.045 24.386  0.27
H: 18.432 0.671 24.226  0.35
C: 13.332 6.695 19.801  0.02
C: 14.497 5.940 20.477  0.81
C: 15.633 6.950 20.458  -1.01
O: 15.439 7.663 19.232  -0.40
C: 14.043 7.902 19.178  -0.69
H: 12.576 7.046 20.502  0.12
H: 12.875 6.002 19.097  0.03
H: 14.789 5.084 19.865  -0.61
H: 14.301 5.550 21.478  0.30
H: 16.617 6.486 20.408  0.41
H: 15.606 7.649 21.302  0.32
H: 13.731 8.154 18.164  0.33
H: 13.822 8.797 19.781  0.36
C: 15.316 -1.108 17.437  -0.56
C: 14.300 -0.642 16.399  0.13
C: 12.954 -1.129 16.961  -0.61
O: 13.178 -1.490 18.329  -0.46
C: 14.498 -1.142 18.724  0.36
H: 16.173 -0.431 17.488  0.30
H: 15.742 -2.090 17.224  0.32
H: 14.525 -1.039 15.412  0.40
H: 14.293 0.448 16.359  -0.31
H: 12.571 -2.019 16.457  0.31
H: 12.185 -0.356 16.923  0.26
H: 14.828 -1.940 19.392  0.27
H: 14.532 -0.181 19.246  -0.34
C: 8.771 6.077 19.235  -0.40
Cl: 8.450 6.139 20.971  -0.14
Cl: 10.142 5.040 18.855  -0.04
H: 7.897 5.667 18.742  0.34
H: 8.946 7.084 18.876  0.28
C: 12.440 2.615 20.087  0.52
Cl: 13.886 2.185 20.993  -0.13
Cl: 12.453 1.906 18.471  -0.11
H: 11.559 2.281 20.623  0.06
H: 12.399 3.694 19.977  -0.60
C: 8.560 0.457 23.167  -0.16
Cl: 6.867 0.067 22.902  -0.17
Cl: 9.465 0.575 21.658  -0.11
H: 8.605 1.403 23.694  0.13
H: 9.017 -0.319 23.768  0.32

=====

Entry from OMol25: a 4-piece molecular cluster, C23H46F9NO10S overall (wB97M-V/def2-TZVPD).

Calculated values
DFT total energy ... -3007.5494 Eh

Last column: Mulliken charge in e.
Positions of all 90 atoms, in Å:
C: -6.857 4.401 -0.236  -0.46
O: -7.195 3.081 -0.784  -0.45
C: -6.078 2.122 -0.683  1.27
C: -6.733 0.657 -1.160  -1.33
C: -4.871 2.405 -1.808  -1.05
N: -3.806 3.357 -1.317  -0.20
S: -2.245 3.085 -2.051  1.04
O: -1.787 4.466 -2.665  -0.72
O: -2.248 2.089 -3.244  -0.50
C: -0.880 2.663 -0.782  0.53
F: 0.221 3.689 -0.920  -0.25
F: -1.523 2.838 0.571  -0.22
C: -0.241 1.167 -0.994  0.58
F: -1.313 0.144 -1.075  -0.23
F: 0.488 1.097 -2.314  -0.30
C: 0.835 0.702 0.152  0.40
F: 1.309 1.793 1.044  -0.27
F: 2.031 0.132 -0.572  -0.22
C: 0.305 -0.509 1.141  0.62
F: 1.386 -0.673 2.184  -0.25
F: -0.919 -0.135 1.894  -0.20
F: 0.215 -1.840 0.464  -0.24
C: -5.509 1.876 0.833  -0.95
C: -4.195 0.904 0.942  1.68
C: -4.516 -0.702 1.020  -1.15
O: -3.542 1.251 2.249  -0.57
H: -6.702 4.411 0.946  0.22
H: -5.971 4.953 -0.763  0.12
H: -7.817 5.088 -0.414  0.31
H: -5.915 -0.154 -1.366  0.22
H: -7.608 0.307 -0.465  0.31
H: -7.234 0.892 -2.217  0.35
H: -5.388 2.722 -2.820  0.33
H: -4.416 1.321 -2.017  0.40
H: -4.110 4.307 -1.690  0.47
H: -6.382 1.324 1.432  0.37
H: -5.271 2.846 1.444  0.16
H: -3.371 1.078 0.130  -1.02
H: -4.258 -1.190 -0.039  0.25
H: -3.855 -1.297 1.800  0.35
H: -5.681 -0.908 1.164  0.25
H: -4.238 0.984 2.944  0.35
C: -4.468 0.374 -8.662  -0.70
O: -3.376 0.875 -7.897  -0.39
C: -3.811 1.583 -6.732  -0.59
C: -3.665 0.722 -5.473  0.42
O: -4.571 -0.385 -5.495  -0.40
C: -3.925 -1.602 -5.853  -0.76
H: -4.074 -0.332 -9.399  0.25
H: -5.198 -0.148 -8.038  0.30
H: -4.955 1.197 -9.193  0.32
H: -4.842 1.936 -6.851  0.36
H: -3.164 2.461 -6.634  0.34
H: -3.927 1.330 -4.601  -0.37
H: -2.631 0.380 -5.347  0.36
H: -3.317 -1.957 -5.015  0.30
H: -3.297 -1.485 -6.740  0.34
H: -4.694 -2.348 -6.069  0.26
C: 4.386 -1.287 0.824  -0.88
O: 5.629 -1.917 0.537  -0.44
C: 6.185 -2.566 1.685  -0.30
C: 5.960 -4.080 1.630  -0.51
O: 4.571 -4.403 1.757  -0.38
C: 3.976 -4.725 0.505  -0.73
H: 3.916 -1.008 -0.124  0.32
H: 3.706 -1.951 1.365  0.36
H: 4.558 -0.378 1.408  0.37
H: 5.778 -2.141 2.611  0.25
H: 7.262 -2.370 1.671  0.35
H: 6.472 -4.542 2.480  0.36
H: 6.379 -4.508 0.712  0.33
H: 4.305 -5.719 0.186  0.33
H: 4.225 -3.990 -0.265  0.31
H: 2.891 -4.739 0.634  0.24
C: 7.716 -2.808 5.203  -0.79
O: 7.844 -1.439 4.835  -0.35
C: 6.987 -0.589 5.603  -0.43
C: 7.767 0.138 6.703  -0.63
O: 8.235 -0.778 7.698  -0.37
C: 9.618 -1.079 7.545  -0.70
H: 8.540 -3.365 4.746  0.26
H: 7.763 -2.946 6.286  0.40
H: 6.772 -3.207 4.820  0.29
H: 6.148 -1.157 6.024  0.37
H: 6.576 0.156 4.913  0.37
H: 7.092 0.837 7.208  0.38
H: 8.597 0.717 6.281  0.34
H: 10.219 -0.225 7.871  0.33
H: 9.868 -1.332 6.511  0.29
H: 9.855 -1.937 8.179  0.24

=====

| no. | lowest unoccupied orbital energy (eV) | frontier orbital gap (eV) |
| --- | --- | --- |
| 1 | 0.334 | 9.696 |
| 2 | -1.188 | 7.898 |